No. 1
C33H26ClCrN3OS | ωB97M-V with the def2-TZVPD basis set

Positions of all 66 atoms, in Å:
Cr 1.1164 -2.5007 -1.5473
Cl -3.8486 0.8365 2.5863
C -3.0757 0.1163 1.2864
C -3.7574 -0.3354 0.2272
C -3.0969 -0.9533 -0.9744
C -1.5767 -1.2948 -0.7361
O -0.1755 -1.9850 -2.6854
C -0.8924 -0.5098 0.3727
C 0.5221 -0.3901 0.5956
N 1.4330 -0.8564 -0.2192
C 2.7970 -0.7068 0.1622
C 3.4219 0.3720 0.6155
C 4.8100 0.2261 1.0717
C 5.4673 -0.9469 0.9718
C 4.8500 -2.0705 0.3647
C 5.4959 -3.3069 0.1080
C 4.8652 -4.2884 -0.6046
C 3.4787 -4.1088 -0.9546
N 2.8858 -2.9523 -0.6847
C 3.5206 -1.9303 -0.0637
C -1.6203 0.1082 1.3238
H -4.8294 -0.2705 0.2799
H -3.5858 -1.9123 -1.0452
H 0.8234 0.2008 1.4802
H 2.9253 1.3294 0.6178
H 5.3133 1.1182 1.4736
H 6.4638 -1.1104 1.3453
H 6.4964 -3.4745 0.4227
H 5.3518 -5.2114 -0.8063
H 2.9580 -4.9450 -1.4636
H -1.1250 0.6346 2.0959
C -1.2785 5.7842 -0.1821
C -0.9081 4.4363 0.3880
C -1.5886 4.1699 1.7771
C 0.6052 4.3550 0.6009
C -1.4182 3.3939 -0.6019
C -2.7095 3.5144 -1.0677
C -3.3304 2.4907 -1.7968
C -2.5913 1.3679 -2.1162
S -3.4128 -0.1464 -2.5407
C -0.7399 -0.9812 -2.0446
N -0.4799 0.2458 -2.3098
C -1.2234 1.3268 -1.8621
C -0.6273 2.3484 -1.1084
C -1.3891 -2.7295 -0.2306
C -2.4405 -3.4067 0.3975
C -2.2796 -4.6811 0.8441
C -1.0630 -5.3609 0.6498
C -0.0342 -4.7115 -0.0022
C -0.1763 -3.4177 -0.4390
H -1.1288 6.5212 0.6075
H -2.2946 5.8524 -0.5157
H -0.6455 6.0587 -1.0237
H -1.2560 4.9037 2.4731
H -1.2299 3.2307 2.1696
H -2.6817 4.2052 1.6524
H 0.8743 5.1249 1.3201
H 1.2382 4.5047 -0.3327
H 0.8360 3.3916 1.0446
H -3.3592 4.3632 -0.8694
H -4.3606 2.6357 -2.0985
H 0.3776 2.1978 -0.8026
H -3.4345 -3.0357 0.4473
H -3.1257 -5.1392 1.3169
H -1.0170 -6.4128 0.9175
H 0.8803 -5.2819 -0.2777

Cartesian forces, eV/Å:
Cr 0.854 0.787 0.962
Cl -0.729 0.596 1.263
C 0.940 -0.275 -1.250
C 0.632 0.207 0.093
C 0.542 -0.337 1.117
C 0.783 -0.469 -0.446
O -0.379 0.536 -0.579
C -0.429 0.541 0.735
C 0.360 0.075 -1.235
N -0.582 -0.193 0.647
C -0.756 -2.466 -1.260
C 2.053 0.810 0.918
C -1.064 1.353 -0.255
C 0.150 -0.633 0.126
C -0.382 -0.132 -0.267
C -0.697 0.384 -0.456
C -1.881 0.420 0.288
C 2.118 0.099 0.387
N -0.452 -1.273 -0.618
C 0.804 -0.033 0.469
C -0.845 -0.510 -0.922
H -0.316 0.002 -0.365
H -0.204 -0.388 -0.589
H -0.008 -0.415 -0.432
H 0.007 0.162 0.266
H -0.310 -0.551 -0.162
H 0.267 0.372 0.062
H 0.757 0.073 0.288
H 0.249 -0.571 -0.224
H 0.019 0.903 0.335
H 0.286 0.424 0.838
C 0.559 0.901 0.694
C 0.003 -0.829 -0.176
C -0.051 0.198 -1.665
C 0.333 0.291 -0.862
C 1.135 -0.210 -0.273
C -1.702 -0.650 -0.756
C 0.797 0.997 0.358
C -0.634 -0.331 -0.041
S -0.307 0.379 -0.378
C -1.095 1.836 0.786
N 0.451 -1.137 -0.860
C 0.202 -0.024 0.663
C -1.542 0.044 0.110
C -0.334 -0.511 -0.575
C 0.710 0.521 -0.635
C 1.150 -1.101 0.201
C -1.232 -0.115 0.195
C 0.951 -1.178 -0.320
C -0.831 0.964 0.418
H -0.014 0.304 -0.100
H -0.429 0.108 0.035
H 0.113 -0.090 -0.069
H 0.056 0.850 0.573
H -0.265 -0.590 0.040
H 0.385 -0.192 0.339
H 0.218 0.072 0.051
H -0.936 -0.202 1.031
H 0.308 -0.216 0.084
H 0.363 -0.137 0.286
H -0.005 -0.380 0.082
H 0.832 0.127 0.086
H -0.491 0.692 0.266
H -0.121 -0.473 0.150
H 0.271 0.203 0.067
H -0.631 0.383 0.462

## Properties
calculated total energy	-3415.2216	Ha
total charge	+1
largest force on an atom	2.87	eV/A
energy above the lowest of the compared OMol25 structures with the same formula, charge and spin	267.74	kJ/mol
frontier orbital gap (spin up / spin down)	6.25 / 6.36	eV
<S²>	3.8194
multiplicity	4

How is the electron density shared among the atoms? According to natural (NBO), the charges in e are:
1. Cr 1.39
2. Cl 0.07
3. C -0.13
4. C -0.11
5. C -0.38
6. C -0.24
7. O -0.71
8. C -0.06
9. C 0.22
10. N -0.52
11. C 0.10
12. C -0.19
13. C -0.17
14. C -0.18
15. C -0.08
16. C -0.09
17. C -0.23
18. C 0.09
19. N -0.54
20. C 0.23
21. C -0.07
22. H 0.24
23. H 0.26
24. H 0.21
25. H 0.24
26. H 0.24
27. H 0.23
28. H 0.24
29. H 0.24
30. H 0.23
31. H 0.23
32. C -0.60
33. C -0.10
34. C -0.59
35. C -0.60
36. C 0.12
37. C -0.26
38. C -0.17
39. C -0.26
40. S 0.33
41. C 0.61
42. N -0.52
43. C 0.22
44. C -0.31
45. C 0.08
46. C -0.23
47. C -0.18
48. C -0.18
49. C -0.24
50. C -0.29
51. H 0.21
52. H 0.21
53. H 0.22
54. H 0.21
55. H 0.19
56. H 0.22
57. H 0.22
58. H 0.22
59. H 0.19
60. H 0.22
61. H 0.23
62. H 0.21
63. H 0.22
64. H 0.23
65. H 0.23
66. H 0.20


No. 2
C6H18IO4 | ωB97M-V with the def2-TZVPD basis set

Positions of all 29 atoms, in Å:
I 1.1276 0.0015 0.3260
C 5.1100 1.2070 -0.6631
C 5.2420 -0.2540 -0.2817
O 4.2679 -1.0346 -0.9699
H 5.4768 1.4036 -1.6719
H 5.7176 1.8893 -0.0471
H 4.0976 1.5842 -0.5195
H 5.1097 -0.4197 0.7931
H 6.2000 -0.6569 -0.6172
H 3.3835 -0.7928 -0.6224
C -2.6230 -0.4133 -2.1654
C -1.4157 -0.8551 -2.9905
O -0.4615 0.2056 -3.0603
H -3.2020 0.3072 -2.7420
H -2.3203 0.0237 -1.2160
H -3.2478 -1.2699 -1.8862
H -1.7259 -1.0187 -4.0219
H -0.9320 -1.7219 -2.5350
H -0.0078 0.2134 -2.1949
C -3.1649 0.2160 1.8934
C -3.5875 -0.0058 3.3288
O -2.6444 -0.7440 4.0919
O -2.1070 1.1968 1.8782
H -4.0100 0.6638 1.3622
H -2.7916 -0.6590 1.3669
H -4.5182 -0.5776 3.3694
H -3.7636 0.9551 3.8168
H -1.9172 -0.1648 4.3356
H -1.2924 0.7211 1.6426

Cartesian forces, eV/Å:
I -0.246 0.001 0.055
C 0.615 0.956 0.453
C -0.760 -0.273 -0.441
O 0.014 0.008 0.059
H -0.417 -0.232 -0.190
H 0.116 -0.419 0.195
H -0.160 -0.294 -0.293
H 0.265 0.205 0.037
H 0.100 0.068 0.269
H 0.256 -0.066 -0.144
C -0.065 -0.513 0.043
C 0.212 1.029 0.510
O 0.015 -0.254 0.167
H -0.115 0.066 0.172
H 0.234 0.218 -0.053
H -0.122 0.032 -0.294
H 0.076 -0.449 0.009
H -0.167 -0.254 -0.249
H 0.009 0.170 -0.204
C 0.687 1.362 0.203
C 0.029 -0.563 0.098
O -0.025 -0.164 0.128
O -0.198 -0.590 0.048
H -0.060 -0.193 -0.164
H -0.381 -0.406 0.191
H -0.008 -0.035 -0.045
H -0.097 0.187 -0.219
H 0.063 0.066 -0.228
H 0.129 0.338 -0.115

## Properties
calculated total energy	-838.1371	Ha
total charge	-1
largest force on an atom	1.54	eV/A
energy above the lowest of the compared OMol25 structures with the same formula, charge and spin	5.03	kJ/mol
frontier orbital gap	7.80	eV

How is the electron density shared among the atoms? According to natural (NBO), the charges in e are:
1. I -0.93
2. C -0.64
3. C -0.06
4. O -0.76
5. H 0.20
6. H 0.19
7. H 0.23
8. H 0.16
9. H 0.16
10. H 0.50
11. C -0.63
12. C -0.06
13. O -0.75
14. H 0.20
15. H 0.22
16. H 0.19
17. H 0.16
18. H 0.17
19. H 0.50
20. C -0.10
21. C -0.08
22. O -0.73
23. O -0.76
24. H 0.16
25. H 0.19
26. H 0.16
27. H 0.16
28. H 0.47
29. H 0.50